Record 1
{"formula": "CH4O2SSi", "method": "ωB97M-V/def2-TZVPD", "fmax_ev_per_a": 3.8, "de_lowest_kj_mol": 147.64, "e_tot_ha": -878.55952, "elements": ["C", "O", "O", "Si", "S", "H", "H", "H", "H"], "coordinates": [[0.788, 0.013, -0.686], [0.976, 3.231, 0.267], [-1.180, 1.948, -0.090], [-0.713, 0.261, 0.428], [0.108, 2.652, -0.673], [0.776, -0.199, -1.794], [-2.124, -0.401, 0.323], [1.608, -0.633, -0.389], [-0.628, 0.701, 1.762]], "atomic_forces_ev_per_a": [[-1.01, -0.31, -0.72], [1.53, 1.46, 2.47], [0.67, -0.85, -0.01], [-1.53, 1.25, -2.41], [-1.35, -2.31, -2.64], [-0.89, 0.62, 1.09], [1.36, 0.11, -0.14], [0.34, 0.45, 0.80], [0.87, -0.44, 1.57]]}

***

Record 2
{"formula": "CH4O3", "method": "ωB97M-V/def2-TZVPD", "fmax_ev_per_a": 2.5, "de_lowest_kj_mol": 425.50, "e_tot_ha": -266.07396, "smiles": "[H][H].O=COO", "elements": ["H", "H", "O", "C", "O", "O", "H", "H"], "coordinates": [[-1.414, -0.782, -1.288], [-1.197, -1.431, -1.527], [1.688, 0.215, 1.457], [0.905, -0.394, 0.825], [-0.037, 0.255, 0.092], [0.114, 1.630, 0.028], [0.658, -1.465, 0.796], [-0.717, 1.971, -0.384]], "atomic_forces_ev_per_a": [[-0.25, 0.33, 0.07], [0.02, -0.62, -0.35], [1.55, -0.38, 0.77], [-1.23, 1.63, 0.11], [-1.40, -1.79, -1.05], [0.42, 1.78, 0.21], [0.25, 0.10, -0.17], [0.63, -1.05, 0.41]]}

***

Record 3
{"formula": "CH4O4", "method": "ωB97M-V/def2-TZVPD", "fmax_ev_per_a": 1.0, "de_lowest_kj_mol": 307.93, "e_tot_ha": -341.36796, "smiles": "O=CO.OO", "elements": ["O", "C", "O", "H", "H", "O", "O", "H", "H"], "coordinates": [[-0.544, -1.058, 0.873], [-1.308, -0.423, 0.202], [-1.494, 0.874, 0.272], [-1.976, -0.863, -0.552], [-0.869, 1.290, 0.893], [1.162, 0.340, -0.952], [1.905, -0.051, 0.195], [1.861, 0.498, -1.605], [1.263, -0.607, 0.674]], "atomic_forces_ev_per_a": [[0.17, -0.27, 0.24], [-0.21, -0.52, -0.18], [-0.15, 0.98, 0.06], [0.07, 0.04, 0.09], [-0.06, -0.32, -0.15], [-0.35, 0.21, -0.50], [0.69, -0.01, 0.48], [-0.04, -0.19, 0.31], [-0.12, 0.08, -0.35]]}

***

Record 4
{"formula": "CH4O4P2", "method": "ωB97M-V/def2-TZVPD", "fmax_ev_per_a": 4.8, "total_charge": -2, "de_lowest_kj_mol": 21.73, "e_tot_ha": -1024.24814, "elements": ["C", "O", "O", "O", "O", "P", "P", "H", "H", "H", "H"], "coordinates": [[-1.311, 0.009, -2.381], [-2.910, -1.498, -4.284], [1.595, 1.647, 3.322], [-1.910, 0.729, -4.991], [0.499, 1.115, 1.023], [1.074, 0.634, 2.370], [-2.174, -0.203, -3.845], [-1.286, 0.940, -1.818], [-1.576, -0.945, -1.868], [0.197, -0.087, 3.060], [2.212, -0.187, 2.164]], "atomic_forces_ev_per_a": [[-1.97, -1.83, -0.86], [1.24, 1.84, 1.71], [0.38, 0.91, 1.28], [-0.35, 0.46, 0.52], [0.65, -1.31, 2.04], [0.81, 2.94, -3.72], [0.32, -1.25, -1.73], [0.25, -0.28, -0.29], [0.43, 0.98, 0.43], [-1.56, -1.71, 0.87], [-0.20, -0.74, -0.24]]}

***

Record 5
{"formula": "CH4O4P2", "method": "ωB97M-V/def2-TZVPD", "fmax_ev_per_a": 2.7, "total_charge": -2, "de_lowest_kj_mol": 201.94, "e_tot_ha": -1024.17950, "smiles": "O=P([O-])([O-])COP", "elements": ["O", "P", "O", "O", "C", "O", "P", "H", "H", "H", "H"], "coordinates": [[2.182, 1.076, -1.115], [1.275, 0.062, -0.425], [1.836, -0.769, 0.710], [0.478, -0.646, -1.538], [-0.182, 1.002, 0.371], [-1.530, 0.369, 0.335], [-1.736, -1.218, -0.075], [-0.439, 2.034, -0.091], [-0.129, 1.314, 1.391], [-0.332, -1.391, -0.719], [-1.423, -1.833, 1.158]], "atomic_forces_ev_per_a": [[0.01, 0.08, 0.91], [0.67, 1.78, -0.33], [-0.13, -0.12, -0.37], [0.33, -1.11, -0.16], [-1.79, 1.73, -1.11], [0.55, 0.22, -0.25], [-0.60, -0.52, 0.22], [0.85, -1.47, -0.10], [0.87, -0.28, 1.20], [-0.71, -0.05, -0.59], [-0.04, -0.27, 0.58]]}

***

Record 6
{"formula": "CH4O4Si", "method": "ωB97M-V/def2-TZVPD", "fmax_ev_per_a": 3.9, "de_lowest_kj_mol": 663.49, "e_tot_ha": -630.83157, "smiles": "OC1(O[SiH3])OO1", "elements": ["O", "C", "O", "Si", "O", "O", "H", "H", "H", "H"], "coordinates": [[-1.449, -0.481, 0.209], [-0.708, 0.661, 0.285], [0.201, 0.624, -0.684], [1.344, -0.641, -0.717], [-0.297, 1.181, 1.566], [-1.233, 1.796, 0.714], [-2.359, -0.381, 0.739], [2.233, -0.043, -1.780], [0.402, -1.659, -1.078], [1.865, -1.057, 0.746]], "atomic_forces_ev_per_a": [[-3.32, 0.54, 2.04], [0.60, -1.21, 0.60], [0.80, 0.78, 0.46], [-0.21, 0.70, 0.98], [1.53, -1.96, 0.99], [-2.51, 2.33, -1.85], [3.16, -0.13, -1.54], [-0.02, -0.72, 0.68], [0.22, -1.14, -0.60], [-0.24, 0.80, -1.77]]}